Record 1
The following is a quantum chemistry calculation of a structure of composition C16H44BrFeN4O4, from the OMol25 dataset.

```
70
Properties=species:S:1:pos:R:3:forces:R:3:lowdin_charge:R:1
Fe 0.451 0.265 -3.116 -0.546 0.122 0.380 0.52
Br 0.689 1.206 -0.821 0.196 -0.263 -0.382 0.08
C -2.923 -2.523 1.700 -0.062 -0.437 -0.509 -0.03
C -2.376 -1.130 1.506 -0.155 0.029 -0.076 -0.39
C -1.315 -0.814 2.541 0.954 0.672 0.290 -0.21
O -1.715 -0.835 3.886 -0.283 -0.422 -0.002 -0.15
C -2.793 0.024 4.198 -0.428 0.292 -0.356 -0.08
N -1.734 -1.061 0.175 -0.090 0.312 0.026 0.07
H -2.112 -3.256 1.627 -0.080 0.139 0.267 0.06
H -3.607 -2.767 0.882 -0.183 0.008 0.200 0.09
H -3.426 -2.666 2.652 -0.024 0.122 0.040 0.10
H -3.183 -0.392 1.524 0.041 0.011 0.147 0.14
H -0.807 0.143 2.320 -0.408 -0.026 -0.134 0.11
H -0.526 -1.567 2.462 -0.191 0.011 0.118 0.10
H -3.710 -0.249 3.658 0.093 -0.081 0.040 0.09
H -2.569 1.061 3.934 0.118 0.057 0.053 0.09
H -3.021 -0.048 5.257 0.286 -0.093 0.062 0.10
H -2.383 -1.385 -0.537 -0.079 0.059 -0.076 0.12
H -1.470 -0.095 -0.069 -0.031 -0.444 0.170 0.02
C 3.690 2.815 -4.857 -0.988 0.207 -0.049 -0.03
C 2.808 1.609 -4.565 -0.955 0.373 0.139 -0.40
C 3.478 0.687 -3.597 0.862 -0.852 -0.203 -0.19
O 2.562 -0.382 -3.257 0.312 1.002 -0.671 -0.43
C 3.151 -1.295 -2.351 -0.034 -0.581 0.690 -0.13
N 1.480 1.969 -3.966 0.859 1.300 0.820 -0.08
H 3.926 3.323 -3.919 0.541 -0.233 -0.022 0.09
H 3.121 3.571 -5.406 0.078 -0.221 -0.301 0.09
H 4.544 2.509 -5.453 0.276 0.214 0.208 0.09
H 2.533 1.044 -5.458 0.337 0.069 -0.135 0.15
H 3.889 1.134 -2.686 -0.496 0.329 0.053 0.14
H 4.356 0.274 -4.113 -0.158 -0.204 0.079 0.14
H 4.183 -1.495 -2.637 0.021 0.071 -0.055 0.10
H 2.588 -2.225 -2.383 -0.123 0.066 -0.105 0.07
H 3.108 -0.890 -1.335 0.153 0.044 -0.053 0.07
H 1.654 2.591 -3.158 0.108 -0.605 0.176 0.06
H 0.960 2.657 -4.515 -0.302 -0.840 -0.600 0.09
C -3.837 5.204 0.020 -0.402 0.494 0.637 -0.06
C -2.624 4.335 0.270 0.321 -0.066 -0.457 -0.46
C -2.876 3.330 1.385 0.067 0.449 0.083 -0.20
O -1.791 2.443 1.573 -0.058 -0.492 -0.038 -0.25
C -0.600 3.061 1.980 0.479 -0.148 0.538 -0.15
N -2.198 3.689 -0.975 -0.074 -0.422 0.042 0.05
H -3.703 5.883 -0.818 0.128 -0.231 -0.193 0.08
H -4.029 5.853 0.883 0.023 -0.177 0.011 0.08
H -4.750 4.619 -0.123 0.099 -0.079 -0.192 0.08
H -1.793 4.978 0.578 -0.052 0.071 -0.004 0.13
H -3.734 2.701 1.138 -0.072 0.034 0.051 0.13
H -3.067 3.881 2.317 -0.135 -0.154 0.033 0.13
H -0.050 3.525 1.155 -0.132 0.153 0.021 0.06
H 0.049 2.289 2.407 -0.086 -0.015 -0.150 0.08
H -0.770 3.782 2.790 -0.077 0.137 -0.209 0.10
H -1.325 3.190 -0.823 0.023 0.146 0.019 -0.02
H -2.851 2.934 -1.185 -0.069 0.238 -0.213 0.07
C -0.123 -4.639 0.446 -0.544 0.051 0.606 -0.02
C 0.690 -3.422 0.863 0.844 -0.632 -0.803 -0.37
C 2.203 -3.701 0.988 -0.498 0.919 -0.205 -0.23
O 2.363 -4.573 2.040 0.232 -0.405 0.352 -0.16
C 3.694 -5.052 2.182 0.001 -0.218 0.085 -0.07
N 0.479 -2.361 -0.084 -0.150 0.527 1.668 0.25
H -1.162 -4.345 0.274 0.193 -0.062 -0.398 0.07
H -0.194 -5.357 1.263 0.360 -0.044 -0.008 0.10
H 0.296 -5.126 -0.430 -0.021 0.040 -0.099 0.10
H 0.375 -3.061 1.858 0.006 -0.022 -0.164 0.15
H 2.677 -2.721 1.191 0.203 -0.208 -0.023 0.13
H 2.596 -4.079 0.034 -0.013 -0.135 0.048 0.14
H 4.423 -4.241 2.114 -0.036 0.039 0.006 0.09
H 3.922 -5.817 1.433 -0.034 0.129 -0.101 0.10
H 3.765 -5.516 3.162 -0.032 0.066 0.023 0.10
H 0.995 -1.484 0.082 0.577 -0.406 -0.373 0.06
H -0.551 -2.006 -0.115 -0.695 0.215 -0.819 0.05
```
Forces are in eV/Å.

Properties
Multiplicity: 9
Calculated total energy, Ha: -4993.1522
Net charge: +1
Relative energy (zero: lowest compared OMol25 entry of this formula, charge and spin), kJ/mol: 0.0
F_max, eV/A: 1.76
Kohn-Sham gap (spin up / spin down), eV: 3.80 / 4.97

***

Record 2
The following is a quantum chemistry calculation of a cluster of 5 separate species, C16H44ClN4O8 in total, from the OMol25 dataset.

```
73
Properties=species:S:1:pos:R:3:forces:R:3:lowdin_charge:R:1
Cl -0.638 1.543 -0.363 -0.268 0.357 0.836 0.63
O -0.971 1.426 -1.747 0.157 -0.131 -1.130 -0.37
O 0.813 1.446 -0.186 -0.596 0.529 -0.042 -0.39
O -1.183 2.807 0.125 0.896 -0.330 -0.014 -0.38
O -1.252 0.466 0.360 -0.084 -0.271 0.352 -0.37
C -1.109 -1.946 -4.292 1.586 -0.452 0.665 -0.06
C -0.398 -2.553 -3.028 -0.361 -0.294 -0.012 -0.40
C 1.126 -2.226 -3.004 -1.709 0.646 -0.603 -0.20
O 1.680 -2.260 -1.711 0.470 -0.752 -1.073 -0.20
C 3.061 -2.112 -1.796 1.520 0.130 0.567 -0.14
N -1.090 -2.135 -1.791 0.170 1.089 -1.413 0.06
H -0.556 -1.021 -4.466 -0.701 0.359 -0.335 0.07
H -2.158 -1.811 -4.049 -0.032 0.291 -0.195 0.06
H -1.027 -2.582 -5.176 0.063 0.004 -0.024 0.06
H -0.479 -3.642 -3.123 -0.026 -0.063 0.306 0.12
H 1.295 -1.216 -3.401 -0.097 0.082 -0.064 0.12
H 1.530 -2.923 -3.749 0.743 -0.156 0.410 0.12
H 3.579 -2.907 -2.348 -0.361 -0.031 -0.383 0.09
H 3.546 -2.152 -0.817 -0.606 -0.119 0.324 0.07
H 3.413 -1.140 -2.168 -0.470 0.047 -0.457 0.10
H -0.908 -1.123 -1.774 0.382 -0.107 0.837 0.05
H -2.057 -2.038 -2.101 -0.289 -0.634 0.523 0.06
C -2.946 -3.714 3.461 -2.038 1.135 1.458 -0.09
C -3.444 -3.354 2.061 0.733 -0.029 1.258 -0.38
C -4.869 -2.694 2.054 0.078 0.823 -0.164 -0.16
O -4.755 -1.288 1.784 -0.097 -0.314 0.611 -0.23
C -5.956 -0.557 1.877 0.235 -0.333 -1.116 -0.11
N -2.392 -2.452 1.512 -1.703 -0.348 -0.067 0.07
H -2.057 -4.330 3.539 0.103 0.099 -0.294 0.07
H -3.767 -4.127 4.071 0.200 -0.717 -0.260 0.06
H -2.848 -2.755 3.984 0.778 -0.067 0.047 0.07
H -3.600 -4.362 1.650 0.422 0.435 -1.163 0.12
H -5.425 -2.821 2.991 0.262 -0.156 0.268 0.11
H -5.525 -3.095 1.276 0.175 -0.320 -0.187 0.11
H -6.335 -0.447 2.895 0.107 0.062 0.118 0.08
H -6.730 -1.006 1.242 -0.164 -0.256 0.206 0.08
H -5.746 0.391 1.382 0.013 0.259 0.497 0.09
H -1.798 -2.092 2.271 -0.094 -0.912 -0.433 0.03
H -2.943 -1.607 1.386 0.466 0.294 -1.036 0.05
C 2.746 -2.142 2.013 0.106 0.342 1.436 -0.08
C 1.214 -2.190 2.134 0.465 -0.170 -0.716 -0.42
C 0.731 -1.114 3.085 -0.338 0.282 0.462 -0.18
O -0.698 -0.968 3.134 1.042 -0.215 -0.330 -0.24
C -1.100 0.132 3.893 0.239 0.277 0.467 -0.11
N 0.674 -2.021 0.775 0.703 1.261 0.509 0.08
H 3.269 -2.325 2.962 -0.172 -0.102 0.097 0.07
H 3.032 -1.123 1.740 0.124 -0.142 -0.467 0.08
H 3.119 -2.900 1.329 -0.141 0.152 -0.283 0.07
H 0.967 -3.179 2.543 -0.352 0.044 -0.114 0.13
H 1.164 -0.149 2.797 0.016 0.073 -0.144 0.13
H 1.077 -1.345 4.101 0.105 0.014 0.115 0.12
H -2.182 0.230 3.823 0.000 -0.167 0.060 0.09
H -0.665 1.089 3.580 0.091 -0.144 -0.416 0.09
H -0.773 -0.008 4.934 -0.285 0.002 0.153 0.08
H 0.425 -1.027 0.706 -1.096 -0.329 0.154 0.04
H 1.468 -1.919 0.142 -0.299 -0.938 0.188 0.03
C 4.841 5.088 -2.854 -0.089 -1.050 0.895 -0.08
C 3.349 5.347 -3.065 1.238 1.580 -0.664 -0.43
C 2.436 4.789 -1.994 -1.350 -0.826 -0.255 -0.21
O 2.388 5.547 -0.810 1.467 0.615 0.460 -0.19
C 1.658 4.932 0.228 -0.892 -0.665 0.072 -0.11
N 3.195 6.804 -3.240 -0.811 0.660 0.520 0.02
H 5.167 5.473 -1.884 0.026 -0.171 0.056 0.08
H 5.558 5.436 -3.595 -0.557 0.437 -0.332 0.07
H 4.921 3.995 -2.877 0.371 0.021 0.422 0.07
H 3.191 4.906 -4.052 -0.811 -0.236 0.223 0.13
H 2.652 3.731 -1.798 0.180 0.023 0.170 0.13
H 1.403 4.804 -2.370 0.025 -0.207 -0.370 0.13
H 1.709 5.448 1.186 0.416 0.629 -0.339 0.08
H 1.969 3.909 0.453 0.148 -0.105 -0.392 0.08
H 0.601 4.890 -0.047 -0.074 -0.181 0.008 0.08
H 2.239 7.055 -3.496 0.040 -0.467 -0.501 0.07
H 3.175 7.214 -2.303 0.606 -0.145 0.038 0.06
```
Forces are in eV/Å.

Properties
Calculated total energy, Ha: -1916.8024
Net charge: -1
Relative energy (zero: lowest compared OMol25 entry of this formula, charge and spin), kJ/mol: 260.2
F_max, eV/A: 2.75
Kohn-Sham gap, eV: 8.24

***

Record 3
The following is a quantum chemistry calculation of a structure of composition C16H44FeN2O13P, from the OMol25 dataset.

```
77
Properties=species:S:1:pos:R:3:forces:R:3:lowdin_charge:R:1
Fe 0.291 -0.643 -0.168 -0.356 0.922 0.636 0.69
P -0.564 -1.766 -1.989 0.173 -1.452 -1.594 0.12
O -1.146 -2.526 -3.160 0.669 1.293 1.466 -0.36
O -1.263 -0.452 -1.456 -1.262 0.784 -1.142 -0.42
O 0.942 -1.250 -2.081 -0.036 0.043 -0.490 -0.39
O -0.447 -2.500 -0.602 -0.209 -1.884 0.342 -0.41
C -1.795 0.997 3.221 0.257 0.214 0.434 -0.05
C -0.614 0.116 2.785 -0.704 0.673 0.794 -0.38
C -0.184 -0.853 3.886 -0.285 0.200 -0.802 -0.20
O -1.306 -1.649 4.199 0.575 -0.241 -0.111 -0.18
C -0.997 -2.735 5.044 -0.336 -0.052 -0.150 -0.11
N -0.982 -0.594 1.546 -0.719 -0.284 0.986 0.06
H -2.687 0.426 3.477 0.073 -0.187 -0.176 0.09
H -2.044 1.706 2.430 -0.054 -0.051 -0.052 0.07
H -1.530 1.571 4.116 0.047 0.023 -0.076 0.08
H 0.213 0.815 2.612 0.180 -0.324 -0.199 0.11
H 0.176 -0.353 4.792 0.105 0.236 -0.090 0.13
H 0.641 -1.418 3.430 -0.025 -0.432 0.369 0.12
H -0.085 -3.271 4.760 0.068 0.194 -0.148 0.08
H -1.825 -3.435 4.927 0.014 0.015 0.311 0.09
H -0.898 -2.393 6.081 -0.036 -0.132 0.050 0.08
H -1.936 -0.286 1.351 0.181 0.201 -0.668 0.09
H -1.183 -1.585 1.754 0.383 0.047 0.076 0.08
C -3.218 1.933 -2.451 0.222 1.107 0.922 -0.25
C -3.653 2.007 -0.984 -0.169 -0.882 -0.697 -0.27
O -3.286 0.836 -0.277 0.514 0.254 0.166 -0.11
O -1.798 1.913 -2.501 -0.424 -0.724 -0.167 -0.12
H -3.541 2.899 -2.859 -0.091 -0.284 -0.513 0.11
H -3.660 1.080 -2.969 -0.054 0.036 -0.072 0.13
H -4.743 2.090 -0.918 -0.031 0.094 -0.006 0.11
H -3.219 2.940 -0.602 0.172 -0.145 0.400 0.10
H -2.516 0.377 -0.726 -0.617 0.084 0.210 0.03
H -1.588 0.964 -2.249 0.582 0.381 -0.167 0.03
C 1.770 1.189 -5.436 -0.604 -0.506 -0.434 -0.24
C 1.203 1.317 -4.035 0.369 1.145 0.023 -0.27
O 2.083 0.897 -3.026 0.039 -0.799 0.670 -0.13
O 1.513 -0.092 -6.009 0.641 -0.154 -0.169 -0.08
H 2.847 1.369 -5.413 0.022 -0.317 0.056 0.11
H 1.354 1.928 -6.137 -0.158 0.255 0.393 0.10
H 0.235 0.820 -3.949 -0.116 -0.017 -0.068 0.11
H 1.058 2.400 -3.878 -0.319 -0.131 0.000 0.11
H 1.731 0.024 -2.629 -0.053 0.384 -0.742 0.03
H 0.622 -0.374 -5.779 0.022 0.042 0.204 0.08
C -0.486 -5.761 0.927 1.049 0.262 1.442 -0.24
C -0.822 -4.733 2.040 -0.813 1.428 -1.814 -0.22
O -1.587 -3.645 1.456 0.100 -0.255 0.088 -0.15
O 0.629 -5.302 0.184 -0.424 0.753 -0.620 -0.09
H -1.353 -5.991 0.311 -0.168 0.184 -0.037 0.12
H -0.111 -6.681 1.384 -0.274 -0.160 0.083 0.11
H 0.077 -4.234 2.413 0.413 -0.761 0.254 0.10
H -1.433 -5.095 2.867 0.082 -0.334 -0.047 0.10
H -1.163 -3.286 0.608 -0.233 -0.348 0.372 0.02
H 0.364 -4.468 -0.273 0.141 -0.362 0.075 0.07
C 2.555 -2.222 0.912 -0.166 0.052 1.087 -0.04
O 2.021 -0.887 0.864 1.447 -0.422 0.111 -0.28
C 2.961 0.044 0.330 -0.100 1.096 -0.916 -0.18
C 2.335 1.436 0.423 0.372 -0.156 0.559 -0.16
N 1.010 1.417 -0.215 0.143 1.485 0.103 -0.06
C 0.148 2.549 0.164 -1.071 -0.331 0.203 -0.17
C 0.406 3.860 -0.565 0.110 -0.281 0.823 -0.20
O 1.748 4.300 -0.410 -0.222 -0.306 -0.396 -0.19
C 1.991 5.568 -0.970 0.628 -0.002 0.240 -0.12
H 3.237 -2.194 1.771 0.339 -0.423 -0.379 0.10
H 3.005 -2.572 -0.016 0.081 0.380 -0.100 0.11
H 1.746 -2.906 1.159 -0.151 0.129 -0.121 0.07
H 3.128 -0.161 -0.733 -0.062 -0.313 -0.009 0.12
H 3.949 0.045 0.799 -0.202 -0.328 0.477 0.13
H 3.019 2.212 0.073 -0.046 -0.200 -0.541 0.12
H 2.238 1.695 1.483 -0.462 -0.185 0.026 0.12
H 1.080 1.613 -1.218 0.755 -0.821 -0.168 0.11
H 0.012 2.672 1.243 0.760 -0.001 0.065 0.11
H -0.862 2.255 -0.142 -0.009 0.083 -0.197 0.10
H -0.244 4.586 -0.064 -0.258 0.205 -0.418 0.13
H 0.126 3.709 -1.610 0.074 0.283 -0.165 0.12
H 1.298 6.308 -0.562 0.056 0.153 0.044 0.08
H 1.982 5.643 -2.063 -0.424 -0.484 -0.081 0.09
H 3.024 5.785 -0.695 -0.116 0.353 0.179 0.09
```
Forces are in eV/Å.

Properties
Multiplicity: 5
Calculated total energy, Ha: -3328.8890
Net charge: -1
F_max, eV/A: 2.45
Kohn-Sham gap (spin up / spin down), eV: 7.22 / 7.06

***

- Number 1 is which compound?
  C16H44BrFeN4O4

***

- What is the formula in the second record?
  C16H44ClN4O8